{
  "formula": "C2H10NO",
  "method": "ωB97M-V with the def2-TZVPD basis set",
  "elements": ["C", "N", "C", "H", "H", "H", "H", "H", "H", "H", "H", "H", "H", "O"],
  "positions_angstrom": [[-1.354, 0.161, 0.322], [0.069, 0.601, 0.392], [0.815, -0.234, 1.378], [-1.962, 0.736, -0.353], [-1.371, -0.907, 0.183], [-1.838, 0.408, 1.271], [0.131, 1.596, 0.585], [0.487, 0.421, -0.523], [0.139, -0.645, 2.114], [1.610, 0.295, 1.888], [1.266, -1.083, 0.868], [0.106, -0.097, -3.094], [1.225, -0.981, -2.698], [0.677, -0.272, -2.332]],
  "lowdin_charge": [-0.0069, -0.0286, 0.0030, 0.1023, 0.1084, 0.1102, 0.1821, 0.1076, 0.1000, 0.1068, 0.1106, 0.0722, 0.0727, -0.0405],
  "orbital_gap_ha": 0.4820,
  "de_lowest_ev": 0.3548,
  "total_charge": 1,
  "e_lumo_ha": -0.118
}

=====

{
  "formula": "C2H10NO",
  "method": "ωB97M-V with the def2-TZVPD basis set",
  "elements": ["O", "H", "H", "H", "C", "C", "N", "H", "H", "H", "H", "H", "H", "H"],
  "positions_angstrom": [[1.456, -2.142, 0.458], [1.623, -2.603, -0.367], [0.008, -0.810, 0.719], [2.297, -1.862, 0.838], [-0.247, 1.789, 0.262], [-0.499, 0.669, -0.728], [-0.706, -0.623, 0.009], [-0.426, 2.732, -0.244], [0.784, 1.779, 0.620], [-0.822, 1.759, 1.189], [0.300, 0.600, -1.458], [-1.443, 0.810, -1.254], [-0.756, -1.434, -0.604], [-1.569, -0.662, 0.561]],
  "lowdin_charge": [-0.0377, 0.0649, 0.1249, 0.0745, -0.0689, -0.1818, 0.1551, 0.0927, 0.0874, 0.0883, 0.1323, 0.1299, 0.1612, 0.1772],
  "orbital_gap_ha": 0.4746,
  "de_lowest_ev": 0.2732,
  "total_charge": 1,
  "e_lumo_ha": -0.130
}

=====

{
  "formula": "C2H10NO",
  "method": "ωB97M-V with the def2-TZVPD basis set",
  "elements": ["N", "H", "H", "H", "H", "C", "O", "C", "H", "H", "H", "H", "H", "H"],
  "positions_angstrom": [[-1.759, -0.710, -1.043], [-1.311, 0.240, -1.280], [-2.606, -0.481, -0.513], [-0.819, -1.201, -0.361], [-1.885, -1.290, -1.915], [1.267, 0.130, 0.119], [0.424, -1.035, -0.003], [0.741, 1.128, 1.127], [1.039, 0.660, -0.934], [2.494, 0.068, 0.107], [0.754, -1.693, 0.631], [-0.252, 1.648, 0.757], [1.539, 1.949, 1.361], [0.374, 0.587, 1.948]],
  "lowdin_charge": [0.1646, 0.1404, 0.1218, 0.1296, 0.1478, -0.2759, -0.0892, -0.1053, 0.1425, 0.1899, 0.1490, 0.1083, 0.1300, 0.0465],
  "orbital_gap_ha": 0.4385,
  "de_lowest_ev": 2.1002,
  "total_charge": 1,
  "e_lumo_ha": -0.134
}

=====

{
  "formula": "C2H10NO2",
  "method": "ωB97M-V with the def2-TZVPD basis set",
  "elements": ["C", "C", "N", "H", "H", "H", "H", "H", "H", "H", "H", "O", "H", "H", "O"],
  "positions_angstrom": [[-0.211, -1.947, 0.014], [1.555, -0.373, 0.169], [0.398, -0.748, 0.545], [0.241, -2.779, 0.535], [0.076, -2.176, -1.035], [-1.308, -1.965, 0.056], [2.032, -0.977, -0.587], [2.089, 0.480, 0.578], [-0.078, -0.348, 1.346], [-1.967, 1.094, 0.020], [-2.515, 1.097, -1.361], [-1.771, 0.711, -0.854], [0.013, 2.638, 0.804], [0.642, 2.863, -0.538], [0.805, 2.428, 0.307]],
  "lowdin_charge": [-0.0328, 0.1764, 0.0054, 0.1043, 0.1219, 0.1089, 0.1300, 0.1141, 0.1763, 0.0407, 0.0718, -0.0712, 0.0406, 0.0627, -0.0491],
  "orbital_gap_ha": 0.3911,
  "de_lowest_ev": 1.1737,
  "total_charge": 1,
  "e_lumo_ha": -0.176
}

=====

{
  "formula": "C2H10NO2S",
  "method": "ωB97M-V with the def2-TZVPD basis set",
  "elements": ["C", "C", "S", "N", "H", "H", "H", "H", "H", "H", "H", "H", "O", "H", "H", "O"],
  "positions_angstrom": [[-2.061, -1.495, 0.501], [-1.069, -0.350, 0.256], [0.171, -0.418, -1.038], [-1.394, -2.720, 0.886], [-2.741, -1.479, -0.452], [-2.968, -1.222, 1.278], [-0.639, 0.041, 1.154], [-1.816, 0.427, -0.091], [-0.497, -2.535, 1.448], [-0.963, -3.024, -0.075], [1.326, 1.478, 1.502], [1.129, 1.036, -0.164], [1.590, 1.698, 0.564], [3.006, 2.942, -2.671], [3.343, 2.468, -1.173], [3.583, 3.154, -1.925]],
  "lowdin_charge": [-0.4510, -0.7874, 0.2825, -0.0893, 0.1091, 0.1197, 0.0165, 0.0468, 0.0817, 0.0757, 0.0132, -0.1113, -0.2704, 0.0179, 0.0803, -0.1342],
  "orbital_gap_ha": 0.2584,
  "de_lowest_ev": 1.2853,
  "total_charge": -1,
  "e_lumo_ha": 0.140
}

=====

{
  "formula": "C2H10NO3",
  "method": "ωB97M-V with the def2-TZVPD basis set",
  "elements": ["C", "O", "C", "N", "H", "H", "H", "H", "H", "H", "H", "H", "O", "H", "H", "O"],
  "positions_angstrom": [[1.319, 0.729, 0.217], [1.085, -0.616, -0.215], [0.143, 1.652, 0.001], [-0.826, 1.475, 1.092], [1.760, 0.853, 1.224], [2.182, 1.031, -0.403], [0.474, 2.701, -0.074], [-0.261, 1.370, -0.979], [-0.808, 0.480, 1.371], [-1.779, 1.466, 0.744], [-0.014, -1.031, -1.694], [-1.534, -1.057, -1.547], [-0.836, -1.070, -2.206], [-1.190, -2.205, 1.770], [0.533, -1.019, 0.610], [-0.601, -1.709, 1.194]],
  "lowdin_charge": [-0.3114, -0.1898, -0.2971, -0.0202, 0.1107, 0.0960, 0.0921, 0.0951, 0.0281, 0.0442, -0.0068, 0.0128, -0.1018, -0.1107, 0.0084, -0.4494],
  "orbital_gap_ha": 0.3069,
  "de_lowest_ev": 0.7014,
  "total_charge": -1,
  "e_lumo_ha": 0.157
}

=====

{
  "formula": "C2H10NO3",
  "method": "ωB97M-V with the def2-TZVPD basis set",
  "elements": ["C", "N", "C", "O", "H", "H", "H", "H", "H", "H", "H", "H", "O", "H", "H", "O"],
  "positions_angstrom": [[0.991, -0.430, -1.911], [0.525, 0.876, -1.489], [-0.591, 0.746, -0.537], [-0.308, 0.053, 0.580], [0.145, -1.118, -1.934], [1.788, -0.887, -1.330], [1.370, -0.402, -2.954], [1.256, 1.322, -0.936], [-1.419, 0.322, -1.143], [-0.893, 1.778, -0.324], [-1.518, 0.116, 1.605], [-2.753, 0.945, 2.173], [-2.226, 0.161, 2.332], [0.919, -1.012, 1.245], [1.114, -1.143, 2.721], [1.599, -1.326, 1.905]],
  "lowdin_charge": [-0.1803, -0.1276, -0.5092, -0.3011, 0.0693, 0.0611, 0.0544, 0.0859, 0.0937, 0.0862, -0.0276, -0.0133, -0.1520, -0.0092, 0.0110, -0.1414],
  "orbital_gap_ha": 0.2980,
  "de_lowest_ev": 0.2246,
  "total_charge": -1,
  "e_lumo_ha": 0.155
}

=====

{
  "formula": "C2H10NS3",
  "method": "ωB97M-V with the def2-TZVPD basis set",
  "elements": ["C", "C", "S", "N", "H", "H", "H", "H", "H", "H", "H", "H", "S", "S", "H", "H"],
  "positions_angstrom": [[0.464, 1.152, -0.493], [-0.916, 0.725, -0.959], [-2.151, 2.055, -0.709], [1.438, 0.026, -0.398], [0.537, 1.669, 0.417], [0.949, 1.901, -1.173], [-1.265, -0.120, -0.342], [-0.843, 0.412, -2.004], [-3.126, 1.349, -1.107], [2.378, 0.378, -0.165], [1.455, -0.379, -1.337], [1.141, -0.727, 0.259], [-0.180, -1.884, 3.059], [0.815, -2.841, 1.454], [-0.365, -0.595, 2.696], [-0.330, -3.121, 0.802]],
  "lowdin_charge": [-0.2495, -0.5360, 0.7808, 0.1730, 0.1052, 0.1535, 0.0778, 0.0878, -0.1736, 0.1839, 0.1697, 0.0432, 0.2956, 0.2900, -0.2185, -0.1828],
  "orbital_gap_ha": 0.3423,
  "de_lowest_ev": 0.5005,
  "total_charge": 1,
  "e_lumo_ha": -0.136
}

=====

{
  "formula": "C2H10O2",
  "method": "ωB97M-V with the def2-TZVPD basis set",
  "elements": ["C", "C", "H", "H", "H", "H", "H", "H", "O", "H", "H", "O", "H", "H"],
  "positions_angstrom": [[-1.883, 0.053, -1.536], [-2.637, -0.390, -0.291], [-0.898, -0.414, -1.647], [-1.521, 1.076, -1.591], [-2.426, -0.183, -2.458], [-2.464, 0.449, 0.396], [-3.723, -0.505, -0.326], [-2.362, -1.334, 0.190], [5.351, -1.801, 3.676], [5.854, -1.741, 2.850], [5.861, -2.383, 4.256], [0.243, 2.063, -1.135], [-0.323, 2.544, -1.724], [0.928, 2.566, -0.661]],
  "lowdin_charge": [-0.1785, -0.1632, 0.0665, 0.0172, 0.0630, 0.0626, 0.0563, 0.0611, -0.0700, 0.0360, 0.0340, -0.0651, 0.0229, 0.0572],
  "orbital_gap_ha": 0.4414,
  "de_lowest_ev": 0.8557,
  "smiles": "CC.O.O",
  "total_charge": 0,
  "e_lumo_ha": 0.033
}

=====

{
  "formula": "C2H10O2S",
  "method": "ωB97M-V with the def2-TZVPD basis set",
  "elements": ["C", "C", "S", "H", "H", "H", "H", "H", "H", "O", "H", "H", "O", "H", "H"],
  "positions_angstrom": [[0.414, -0.934, 1.280], [-0.420, -1.832, 0.220], [0.298, -1.336, -1.450], [0.603, 0.100, 0.893], [1.437, -1.341, 1.440], [-0.111, -0.755, 2.198], [-0.422, -2.845, 0.592], [-1.414, -1.549, 0.186], [-0.204, -2.301, -2.064], [-1.691, 2.321, -0.829], [-0.836, 2.008, -1.158], [-1.828, 1.621, -0.087], [1.044, 2.148, -0.511], [1.547, 1.951, 0.265], [1.583, 2.744, -0.975]],
  "lowdin_charge": [-0.1653, -0.5029, 0.7091, 0.0277, 0.0730, 0.0490, 0.0629, 0.0128, -0.2362, -0.1178, -0.0204, 0.0748, -0.0289, 0.0332, 0.0291],
  "orbital_gap_ha": 0.3591,
  "de_lowest_ev": 0.9996,
  "smiles": "CCS.O.O",
  "total_charge": 0,
  "e_lumo_ha": 0.021
}